This record from the Open Molecules 2025 dataset describes C6H12O in the gas phase. The level of theory is ωB97M-V with the def2-TZVPD basis set.

```
19
Properties=species:S:1:pos:R:3:nbo_charge:R:1
C 2.2446 1.5842 -0.0465 -0.608
C 1.2487 0.5631 0.4968 -0.438
C -0.5955 -1.7232 -0.1877 0.173
C -1.6870 -2.6433 -0.5435 -0.773
C -1.0893 -0.4127 0.2791 -0.600
C -0.1672 0.7655 -0.0344 0.117
O -0.7957 1.9132 0.5181 -0.723
H 1.9694 2.6133 0.2184 0.189
H 2.3074 1.5233 -1.1401 0.203
H 3.2483 1.4083 0.3529 0.217
H 1.2080 0.6137 1.5933 0.202
H 1.5622 -0.4507 0.2265 0.239
H -1.7022 -2.4377 -1.6338 0.276
H -1.4301 -3.7030 -0.4547 0.234
H -2.7021 -2.4352 -0.1662 0.193
H -1.0768 -0.5762 1.3779 0.273
H -2.1349 -0.1541 0.0323 0.205
H -0.1194 0.8642 -1.1336 0.151
H -0.2884 2.6872 0.2452 0.469
```

Summary:
HOMO level	-8.29	eV
total charge	0
Kohn-Sham gap	8.67	eV
LUMO	0.4	eV
M	100.2	g mol⁻¹
energy relative to the best compared isomer or geometry (same formula, charge and spin)	3.727	eV